Record 1
Below is a molecular structure, C21H43N4O2PY at a distorted geometry, with properties calculated with ωB97M-V with the def2-TZVPD basis set.

XYZ file:
```
72
Properties=species:S:1:pos:R:3:lowdin_charge:R:1
C 2.679 -0.844 -1.221 -0.30
N 1.840 -1.341 -0.237 0.00
C 2.116 -2.518 0.385 -0.24
C 3.269 -3.231 0.084 0.01
C 4.151 -2.750 -0.882 0.00
C 3.855 -1.571 -1.546 0.03
Y 0.040 -0.244 0.781 1.30
C 1.119 -3.065 1.418 -0.08
N 0.348 -1.995 2.153 -0.31
C 1.195 -1.376 3.278 -0.19
C 2.308 -0.438 2.816 -0.07
C 2.322 0.375 -1.863 -0.16
P 0.870 1.277 -1.420 1.03
C -0.426 1.145 -2.814 -0.67
C -0.035 2.137 -3.925 -0.09
C 1.347 3.031 -0.803 -0.67
C 0.073 3.898 -0.621 -0.08
C 2.051 2.906 0.569 -0.10
C 2.316 3.637 -1.829 -0.09
C -0.421 -0.302 -3.351 -0.09
C -1.837 1.492 -2.269 -0.10
C -0.974 -2.466 2.719 -0.21
C -1.943 -2.909 1.625 -0.11
H 3.469 -4.148 0.635 0.13
H 5.066 -3.300 -1.107 0.14
H 4.504 -1.181 -2.320 0.13
H 3.031 0.712 -2.623 0.10
H 2.469 3.890 0.848 0.11
H 1.353 2.612 1.373 0.05
H 2.882 2.187 0.538 0.08
H 2.633 4.629 -1.473 0.10
H 3.214 3.013 -1.931 0.08
H 1.851 3.769 -2.816 0.07
H 0.366 4.873 -0.191 0.10
H -0.442 4.105 -1.574 0.07
H -0.644 3.437 0.084 0.07
H -0.709 1.998 -4.786 0.10
H -0.141 3.182 -3.596 0.07
H 0.994 1.965 -4.272 0.09
H 0.566 -0.565 -3.751 0.08
H -0.705 -1.025 -2.572 0.06
H -1.148 -0.383 -4.175 0.10
H -1.888 2.509 -1.845 0.06
H -2.561 1.434 -3.104 0.10
H -2.170 0.771 -1.499 0.01
H 0.421 -3.762 0.923 0.14
H 1.687 -3.672 2.148 0.14
H 0.482 -0.861 3.945 0.12
H 1.639 -2.221 3.829 0.14
H -1.389 -1.628 3.314 0.12
H -0.793 -3.300 3.420 0.14
H -2.950 -3.100 2.029 0.10
H -2.088 -2.142 0.834 -0.02
H -1.608 -3.833 1.129 0.09
H 2.741 0.015 3.717 0.11
H 3.119 -0.974 2.308 0.09
H 1.985 0.406 2.164 0.03
H -1.531 -0.753 -0.312 -0.07
C -5.854 -3.000 -0.673 -0.14
H -6.111 -4.007 -0.335 0.08
H -6.079 -2.925 -1.749 0.09
H -6.484 -2.281 -0.132 0.08
O -4.471 -2.834 -0.350 -0.16
H -4.121 -2.087 -0.872 0.07
N -1.888 2.473 3.607 0.22
C -1.666 1.612 2.584 -0.56
N -2.705 1.010 1.957 0.19
O -0.458 1.359 2.219 -0.18
H -2.834 2.674 3.915 0.13
H -1.112 2.890 4.115 0.14
H -2.518 0.400 1.132 0.05
H -3.666 1.208 2.241 0.14
```

Summary:
energy relative to the best compared isomer or geometry (same formula, charge and spin) = 18.7 kcal/mol
electronic energy = -1574.69512 hartree
frontier orbital gap (alpha / beta) = 8.4 / 6.7 eV
HOMO (alpha / beta) = -14.006 / -14.260 eV
E_LUMO (alpha / beta) = -0.206 / -0.278 Eh
total charge = +2
2S+1 = 2


Record 2
Below is a gas-phase ion, C2H4NS (charge +1) at a distorted geometry, with properties calculated with ωB97M-V with the def2-TZVPD basis set.

XYZ file:
```
8
Properties=species:S:1:pos:R:3:lowdin_charge:R:1
C 0.539 -0.551 -0.520 -0.36
C -0.812 0.620 -0.241 -0.15
N 0.208 0.061 0.754 -0.05
S 0.631 0.949 -1.435 0.98
H 0.498 -1.535 -0.729 0.08
H -1.763 0.290 -0.351 0.07
H -0.276 -0.617 1.404 0.21
H 0.975 0.783 1.120 0.23
```

Summary:
energy relative to the best compared isomer or geometry (same formula, charge and spin) = 65.7 kcal/mol
SMILES = [NH2+]1[C@@H]2S[C@H]12
electronic energy = -531.11913 hartree
frontier orbital gap = 9.3 eV
HOMO = -14.294 eV
E_LUMO = -0.182 Eh
total charge = +1


Record 3
Below is a molecular structure, C29H27As2IrNSSe4, with properties calculated with ωB97M-V with the def2-TZVPD basis set.

XYZ file:
```
65
Properties=species:S:1:pos:R:3:lowdin_charge:R:1
Ir 0.132 0.411 0.290 0.18
C 2.174 3.291 0.519 -0.42
C 3.245 2.228 0.321 -0.40
As 2.596 0.453 0.827 1.15
C 3.747 -0.734 -0.167 -0.39
C 3.814 -0.573 -1.551 -0.13
C 4.518 -1.484 -2.323 -0.07
C 5.148 -2.564 -1.716 -0.07
C 5.086 -2.722 -0.340 -0.07
C 4.387 -1.808 0.439 -0.10
C 3.104 0.175 2.665 -0.40
C 4.142 0.863 3.284 -0.09
C 4.457 0.593 4.609 -0.07
C 3.747 -0.371 5.312 -0.07
C 2.717 -1.065 4.694 -0.07
C 2.390 -0.788 3.375 -0.16
As 0.564 2.781 -0.461 1.13
C 1.123 3.036 -2.291 -0.37
C 1.201 1.919 -3.116 -0.14
C 1.636 2.050 -4.428 -0.07
C 1.985 3.301 -4.916 -0.07
C 1.896 4.420 -4.098 -0.07
C 1.466 4.291 -2.786 -0.09
C -0.701 4.177 -0.085 -0.38
C -0.327 5.398 0.465 -0.10
C -1.293 6.363 0.718 -0.07
C -2.624 6.112 0.421 -0.07
C -2.998 4.892 -0.126 -0.07
C -2.039 3.922 -0.373 -0.13
H 2.530 4.262 0.172 0.08
H 1.894 3.387 1.572 0.07
H 4.155 2.468 0.869 0.07
H 3.517 2.155 -0.735 0.06
H 3.310 0.259 -2.033 0.08
H 4.577 -1.353 -3.396 0.11
H 5.696 -3.277 -2.318 0.11
H 5.585 -3.559 0.132 0.11
H 4.345 -1.934 1.514 0.10
H 4.716 1.606 2.747 0.10
H 5.261 1.133 5.090 0.11
H 3.997 -0.579 6.344 0.11
H 2.164 -1.817 5.242 0.11
H 1.576 -1.322 2.895 0.07
H 0.908 0.945 -2.734 0.07
H 1.693 1.180 -5.070 0.11
H 2.320 3.409 -5.939 0.11
H 2.159 5.396 -4.485 0.11
H 1.387 5.170 -2.157 0.11
H 0.708 5.609 0.704 0.10
H -1.003 7.312 1.149 0.11
H -3.372 6.868 0.618 0.11
H -4.037 4.693 -0.355 0.11
H -2.334 2.965 -0.787 0.06
Se -2.137 -0.021 -0.691 0.11
Se -3.734 0.384 0.836 0.06
Se -2.736 1.488 2.682 0.06
Se -0.484 1.026 2.507 0.10
S 1.097 -4.411 -0.098 1.07
C -0.122 -4.099 1.055 -0.37
C -0.412 -2.776 1.076 -0.27
N 0.325 -2.014 0.200 -0.18
C 1.156 -2.755 -0.483 -0.47
H -0.561 -4.886 1.646 0.08
H -1.147 -2.295 1.704 0.10
H 1.836 -2.369 -1.228 0.07
```

Summary:
energy relative to the best compared isomer or geometry (same formula, charge and spin) = 0.0 kcal/mol
electronic energy = -15755.62533 hartree
frontier orbital gap (alpha / beta) = 5.8 / 6.4 eV
HOMO (alpha / beta) = -8.539 / -11.075 eV
E_LUMO (alpha / beta) = -0.100 / -0.170 Eh
total charge = +1
2S+1 = 5


Record 4
Below is 2 unconnected molecules or ions with the total composition C18H14Cl2N2 at a distorted geometry, with properties calculated with ωB97M-V with the def2-TZVPD basis set.

XYZ file:
```
36
Properties=species:S:1:pos:R:3:lowdin_charge:R:1
Cl -6.161 2.175 -1.266 0.70
C -4.675 1.439 -0.830 -0.67
C -4.602 0.046 -0.604 -0.07
C -3.361 -0.550 -0.372 0.00
C -2.150 0.176 -0.423 -0.20
C -0.854 -0.459 -0.466 0.01
C 0.361 0.251 -0.545 -0.06
C 1.608 -0.358 -0.420 0.03
C 2.875 0.301 -0.621 -0.21
C 4.074 -0.450 -0.727 -0.02
C 5.310 0.153 -0.926 -0.09
C 5.390 1.556 -1.011 -0.68
Cl 6.910 2.311 -1.204 0.71
C 4.226 2.333 -0.904 -0.09
C 2.986 1.718 -0.710 -0.01
C -2.271 1.600 -0.494 0.00
C -3.500 2.211 -0.768 -0.09
H -5.520 -0.534 -0.623 0.11
H -3.338 -1.617 -0.155 0.10
H -0.821 -1.552 -0.685 0.13
H 0.351 1.323 -0.773 0.09
H 1.637 -1.416 -0.175 0.13
H 4.000 -1.542 -0.674 0.12
H 6.213 -0.447 -1.025 0.11
H 4.299 3.416 -0.992 0.11
H 2.093 2.341 -0.645 0.11
H -1.384 2.224 -0.369 0.11
H -3.567 3.288 -0.945 0.11
N -1.803 -3.590 2.694 -0.01
C -1.151 -2.650 3.440 -0.20
C -0.762 -1.593 2.572 -0.19
N -1.172 -1.909 1.316 -0.03
C -1.798 -3.122 1.407 -0.28
H -0.983 -2.730 4.508 0.07
H -0.233 -0.694 2.850 0.07
H -2.227 -3.646 0.567 0.08
```

Summary:
electronic energy = -1724.09402 hartree
frontier orbital gap = 4.9 eV
HOMO = -7.186 eV
E_LUMO = -0.082 Eh


Record 5
Below is a molecular structure, C25H21N6OPSc, with properties calculated with ωB97M-V with the def2-TZVPD basis set.

XYZ file:
```
55
Properties=species:S:1:pos:R:3:lowdin_charge:R:1
Sc -2.043 0.940 0.349 1.20
N -3.701 -3.068 0.397 0.11
C -3.701 -1.948 -0.311 -0.06
N -3.030 -1.023 0.372 0.01
C -2.636 -1.690 1.529 -0.29
N -3.034 -2.928 1.546 0.19
C -1.893 -1.029 2.599 -0.17
C -1.497 -1.687 3.761 0.00
N -0.815 -1.054 4.701 0.16
C -0.545 0.233 4.538 -0.04
C -0.952 0.915 3.397 -0.05
N -1.615 0.282 2.422 0.01
H -4.137 -3.957 0.178 0.20
H -4.185 -1.820 -1.266 0.16
H -1.743 -2.730 3.921 0.15
H 0.005 0.731 5.327 0.14
H -0.759 1.973 3.271 0.13
O -2.416 3.336 0.574 -0.03
N -1.155 2.824 0.205 -0.15
C -0.144 3.583 -0.020 0.00
C 1.164 3.073 -0.344 -0.19
C 2.172 4.035 -0.482 0.02
C 3.487 3.670 -0.714 0.00
C 3.819 2.329 -0.802 0.02
C 2.825 1.355 -0.688 -0.05
C 1.502 1.700 -0.471 -0.25
P 0.285 0.330 -0.542 1.06
C 0.007 0.000 -2.297 -0.37
C 0.970 -0.589 -3.112 -0.06
C 0.696 -0.785 -4.457 -0.02
C -0.526 -0.390 -4.989 -0.01
C -1.491 0.200 -4.182 -0.04
C -1.223 0.389 -2.839 -0.12
C 1.005 -1.122 0.245 -0.38
C 0.709 -2.393 -0.256 -0.08
C 1.157 -3.514 0.425 -0.04
C 1.878 -3.373 1.604 -0.02
C 2.158 -2.109 2.112 -0.04
C 1.718 -0.981 1.440 -0.10
H -2.450 4.305 0.579 0.15
H -0.249 4.665 0.066 0.17
H 1.922 5.087 -0.401 0.14
H 4.249 4.431 -0.815 0.14
H 4.847 2.032 -0.960 0.14
H 3.100 0.312 -0.774 0.12
H 1.923 -0.897 -2.699 0.12
H 1.438 -1.245 -5.096 0.13
H -0.732 -0.538 -6.041 0.13
H -2.434 0.514 -4.611 0.13
H -1.971 0.873 -2.198 0.06
H 0.161 -2.498 -1.185 0.11
H 0.957 -4.501 0.029 0.12
H 2.238 -4.251 2.123 0.13
H 2.731 -2.007 3.024 0.13
H 1.952 0.009 1.818 0.11
```

Summary:
energy relative to the best compared isomer or geometry (same formula, charge and spin) = 0.0 kcal/mol
electronic energy = -2470.20613 hartree
frontier orbital gap = 7.0 eV
HOMO = -17.567 eV
E_LUMO = -0.387 Eh
total charge = +3


Record 6
Below is 6 unconnected molecules or ions with the total composition C19H48N2O6 at a distorted geometry, with properties calculated with ωB97M-V with the def2-TZVPD basis set.

XYZ file:
```
75
Properties=species:S:1:pos:R:3:lowdin_charge:R:1
C 0.340 -3.400 -3.335 -0.16
O 0.395 -1.971 -3.498 -0.12
H 1.014 -3.971 -3.974 0.07
H 0.432 -3.741 -2.304 0.07
H -0.645 -3.784 -3.600 0.07
H 0.858 -1.628 -2.730 0.07
O 2.121 0.805 0.402 -0.05
H 2.829 0.326 0.832 0.03
H 2.303 1.725 0.594 0.03
O 1.349 4.790 2.469 -0.06
H 1.300 5.538 3.064 0.03
H 0.570 4.272 2.669 0.03
O -2.418 0.867 0.503 -0.05
H -2.721 1.311 -0.290 0.02
H -1.470 0.796 0.389 0.02
C -6.158 0.898 -3.666 -0.04
C -6.078 2.428 -3.861 -0.53
C -6.794 3.113 -2.660 -0.11
C -6.516 4.677 -2.599 -0.17
C -5.037 4.975 -2.670 -0.17
C -4.314 4.320 -3.855 -0.45
N -4.699 2.821 -3.855 -0.12
O -4.007 2.120 -4.778 -0.01
C -4.642 5.024 -5.151 -0.05
C -2.770 4.542 -3.621 -0.03
C -6.900 2.790 -5.112 -0.04
H -5.735 0.418 -4.549 0.08
H -7.141 0.442 -3.546 0.09
H -5.545 0.702 -2.787 0.08
H -7.869 2.940 -2.610 0.11
H -6.449 2.702 -1.711 0.11
H -6.844 5.143 -1.670 0.11
H -6.980 5.225 -3.419 0.10
H -4.485 4.526 -1.845 0.11
H -4.964 6.062 -2.633 0.12
H -4.172 4.568 -6.022 0.09
H -5.713 4.928 -5.325 0.06
H -4.392 6.077 -5.286 0.09
H -2.499 5.595 -3.700 0.08
H -2.465 4.232 -2.622 0.07
H -2.093 4.094 -4.348 0.07
H -7.518 3.686 -5.049 0.07
H -7.614 1.974 -5.223 0.08
H -6.335 2.831 -6.043 0.08
H -3.375 1.579 -4.300 0.12
C 3.155 -2.117 5.248 -0.05
C 4.327 -3.006 5.054 -0.51
C 3.825 -4.529 5.054 -0.11
C 4.874 -5.560 4.507 -0.17
C 5.093 -5.167 3.035 -0.11
C 5.760 -3.720 2.968 -0.51
N 5.018 -2.716 3.782 -0.13
O 5.419 -1.421 3.601 0.01
C 7.169 -3.800 3.406 -0.06
C 5.770 -3.371 1.498 -0.05
C 5.260 -2.906 6.264 -0.04
H 2.508 -2.195 4.374 0.09
H 2.445 -2.303 6.054 0.09
H 3.463 -1.074 5.319 0.08
H 3.629 -4.741 6.105 0.11
H 2.949 -4.668 4.420 0.11
H 5.773 -5.520 5.122 0.10
H 4.548 -6.589 4.657 0.10
H 4.253 -5.233 2.343 0.12
H 5.916 -5.799 2.704 0.11
H 7.318 -3.805 4.486 0.07
H 7.658 -2.841 3.238 0.08
H 7.788 -4.613 3.028 0.10
H 4.752 -3.368 1.108 0.08
H 6.340 -4.130 0.961 0.09
H 6.148 -2.393 1.201 0.08
H 6.229 -3.404 6.293 0.07
H 5.546 -1.861 6.378 0.08
H 4.618 -3.117 7.119 0.08
H 6.294 -1.400 3.995 0.09
```

Summary:
energy relative to the best compared isomer or geometry (same formula, charge and spin) = 63.4 kcal/mol
SMILES = CC1(C)CCCC(C)(C)N1O.CC1(C)CCCC(C)(C)N1O.CO.O.O.O
electronic energy = -1313.50098 hartree
frontier orbital gap = 8.4 eV
HOMO = -8.129 eV
E_LUMO = 0.011 Eh


Record 7
Below is C5H12Si in the gas phase at a distorted geometry, with properties calculated with ωB97M-V with the def2-TZVPD basis set.

XYZ file:
```
18
Properties=species:S:1:pos:R:3:lowdin_charge:R:1
C -1.235 -1.276 0.633 -0.25
C -1.130 0.250 0.629 -0.24
C 0.116 -1.678 0.039 -0.01
C 0.252 0.461 -0.030 -0.49
C 1.359 0.855 0.901 -0.15
Si 0.305 1.016 -1.820 0.64
H -1.372 -1.688 1.636 0.10
H -2.054 -1.632 0.009 0.10
H -1.926 0.716 0.046 0.09
H -1.163 0.679 1.632 0.10
H 0.873 -2.014 0.724 0.06
H 0.129 -2.130 -0.936 0.05
H 2.330 0.532 0.530 0.07
H 1.210 0.426 1.892 0.08
H 1.384 1.944 1.005 0.08
H -0.857 0.467 -2.521 -0.07
H 1.551 0.584 -2.454 -0.08
H 0.229 2.488 -1.915 -0.08
```

Summary:
energy relative to the best compared isomer or geometry (same formula, charge and spin) = 54.4 kcal/mol
electronic energy = -487.08912 hartree
frontier orbital gap = 9.1 eV
HOMO = -8.144 eV
E_LUMO = 0.035 Eh


Record 8
Below is C8H6O3 in the gas phase, with properties calculated with ωB97M-V with the def2-TZVPD basis set.

XYZ file:
```
17
Properties=species:S:1:pos:R:3:lowdin_charge:R:1
C -1.278 0.696 -0.844 0.03
C 0.048 0.247 -1.519 0.07
C -1.544 -0.719 -0.228 -0.19
C -0.238 -1.155 -0.885 -0.10
C -0.846 -0.446 1.013 0.07
C -0.277 1.517 -0.178 -0.28
C 0.908 0.671 -0.230 -0.32
C 0.491 -0.715 0.399 -0.39
O -0.156 2.811 -0.436 0.16
O 2.174 1.154 -0.124 0.10
O 1.506 -1.457 0.955 0.07
H -2.537 -1.126 -0.346 0.13
H -0.055 -2.075 -1.422 0.14
H -1.116 0.202 1.828 0.12
H -0.950 3.158 -0.869 0.14
H 2.760 0.627 -0.682 0.13
H 1.906 -0.952 1.673 0.12
```

Summary:
energy relative to the best compared isomer or geometry (same formula, charge and spin) = 222.2 kcal/mol
electronic energy = -533.81840 hartree
frontier orbital gap (alpha / beta) = 7.4 / 7.5 eV
HOMO (alpha / beta) = -7.598 / -7.918 eV
E_LUMO (alpha / beta) = -0.006 / -0.015 Eh


Q: The highest electronic energy belongs to which entry?
A: C5H12Si